The following is a DFT calculation (the ωB97M-V functional and the def2-TZVPD basis) of CH3ClO7S2Tc as an isolated structure at a distorted geometry.

```
15
CH3ClO7S2Tc | the OMol25 dataset | the ωB97M-V functional and the def2-TZVPD basis
Tc 0.002 0.382 0.162
O 0.721 -0.863 3.078
S 1.529 -0.151 2.152
O 2.846 0.186 2.552
O 0.739 1.178 1.760
O 1.515 -0.700 0.724
C -2.053 1.028 2.852
S -2.248 0.065 1.367
O -3.554 -0.483 1.282
O -1.896 1.008 0.207
O -1.122 -0.884 1.288
H -2.860 1.747 2.920
H -1.086 1.514 2.788
H -2.061 0.335 3.685
Cl 0.779 1.519 -1.523
```

Properties
* E_HOMO (alpha / beta): -10.65 / -10.57 eV
* multiplicity: 2
* electronic energy: -51808.2641 eV
* <S²>: 0.76